(1)
The following is a DFT calculation (ωB97M-V/def2-TZVPD) of a structure of composition C24H25BF4IrN7OS.

## Properties
- HOMO energy (spin up / spin down): -11.40 / -11.40 eV
- ΔE to the lowest compared entry with this formula, charge and spin: 0.0 kJ/mol
- Electronic energy: -62994.4991 eV
- 2S+1: 2
- Charge: +1
- Strongest force on any atom: 0.0108 Eh/bohr

```
64
Properties=species:S:1:pos:R:3:forces:R:3:mulliken_spin:R:1
Ir -0.22909 0.21353 -0.21617 -0.1207 0.5223 0.1431 0.3527
C -0.58194 -0.77373 3.90951 0.0275 -0.0050 0.0051 -0.0015
C -0.67039 -0.65847 2.43178 0.0581 0.0599 0.0627 0.0039
N -0.13251 0.30130 1.76298 -0.1075 0.0448 -0.0882 -0.0203
N 0.57686 1.33905 2.31139 -0.0290 -0.0081 -0.0090 -0.0004
C 1.01155 2.13947 1.35972 0.0058 -0.0028 0.1389 -0.0020
O 0.81124 1.95885 0.08252 0.1043 -0.1474 -0.1651 -0.0026
C 1.79643 3.32686 1.74677 0.0073 0.0062 -0.0411 -0.0007
C 2.31338 4.15798 0.75504 -0.0098 -0.0036 0.0000 0.0011
C 3.05724 5.27203 1.10621 -0.0008 -0.0050 0.0048 0.0001
C 3.28609 5.55881 2.44472 -0.0002 0.0021 0.0000 -0.0003
C 2.77073 4.73203 3.43495 -0.0001 -0.0009 0.0094 0.0001
C 2.02723 3.61730 3.09086 -0.0055 -0.0062 0.0050 -0.0005
C -1.35200 -1.66432 1.59210 -0.0366 -0.0254 -0.0170 0.0179
C -2.01357 -2.75000 2.11639 -0.0248 -0.0378 0.0013 -0.0002
C -2.59892 -3.67310 1.25635 0.0114 0.0198 0.0232 0.0065
C -2.51533 -3.47604 -0.10483 0.0162 0.0130 -0.0162 -0.0047
C -1.82889 -2.37039 -0.57838 -0.0068 -0.0318 -0.0082 0.0065
N -1.27242 -1.48683 0.24350 0.1060 -0.1271 0.0187 0.0394
H -0.17216 0.14048 4.32760 0.0159 -0.0101 0.0024 0.0002
H 0.07222 -1.61125 4.16390 -0.0105 -0.0063 0.0095 0.0010
H -1.56170 -0.96472 4.34697 -0.0085 0.0010 -0.0180 0.0005
H 2.12753 3.92473 -0.28382 0.0041 0.0044 -0.0011 0.0011
H 3.45827 5.91723 0.33634 0.0007 0.0005 0.0004 0.0000
H 3.86732 6.42936 2.71878 -0.0006 0.0008 -0.0030 0.0000
H 2.94916 4.95849 4.47743 0.0018 0.0011 -0.0016 0.0000
H 1.62147 2.96797 3.85350 0.0017 0.0018 -0.0011 -0.0001
H -2.04904 -2.89518 3.18561 0.0074 0.0137 0.0015 0.0004
H -3.09717 -4.54470 1.65695 -0.0029 -0.0018 -0.0034 -0.0001
H -2.93465 -4.17909 -0.80854 0.0027 -0.0063 0.0043 0.0005
H -1.70532 -2.19779 -1.63655 0.0042 0.0187 -0.0048 -0.0018
C -5.44914 0.70632 -1.61280 0.0074 -0.0024 0.0013 -0.0081
C -4.59602 1.73750 -2.33511 0.0208 -0.0136 0.0025 0.0140
N -3.40531 1.15352 -2.95279 -0.0408 0.0075 -0.0094 -0.0292
C -2.27890 0.82646 -2.31833 0.0732 0.0442 0.1460 -0.0114
S -2.04889 1.43802 -0.65346 -0.1364 -0.1451 -0.1127 0.4368
N -1.36329 0.13650 -2.95055 -0.0202 -0.0069 -0.0707 0.1154
N -0.24923 -0.10210 -2.20803 0.0915 0.0324 0.0765 -0.0189
C 0.78313 -0.69400 -2.72627 0.0756 -0.0286 0.0572 0.0320
C 0.85514 -1.13337 -4.14145 -0.0150 -0.0069 -0.0004 0.0048
C 1.88695 -0.92304 -1.78040 -0.1339 0.0503 -0.0725 0.0200
C 3.10167 -1.45648 -2.15909 0.0325 -0.0031 0.0066 0.0052
C 4.09022 -1.62705 -1.20196 -0.0355 0.0205 0.0207 0.0016
C 3.84386 -1.23639 0.10098 0.0193 -0.0139 -0.0384 0.0167
C 2.60520 -0.71461 0.42257 -0.0184 -0.0134 0.0440 -0.0113
N 1.64805 -0.57510 -0.49071 0.0421 -0.1588 -0.0913 0.0226
H -6.34400 1.17728 -1.20728 0.0036 0.0016 0.0073 0.0001
H -4.89990 0.25499 -0.78412 -0.0019 -0.0043 -0.0039 0.0026
H -5.75931 -0.08775 -2.29219 -0.0062 0.0060 -0.0036 -0.0001
H -4.28254 2.53065 -1.65704 -0.0072 0.0212 -0.0117 0.0030
H -5.15698 2.21730 -3.13487 -0.0032 -0.0065 -0.0043 -0.0002
H -3.48172 0.79955 -3.89505 0.0126 0.0127 -0.0019 0.0016
H 0.04363 -0.70445 -4.71900 -0.0100 -0.0143 0.0033 0.0014
H 0.78335 -2.22407 -4.17113 0.0125 0.0004 -0.0010 0.0029
H 1.80814 -0.84936 -4.58535 0.0001 0.0127 0.0024 0.0015
H 3.26593 -1.75148 -3.18406 0.0110 -0.0068 0.0028 0.0002
H 5.03921 -2.06818 -1.47218 -0.0012 0.0006 -0.0061 0.0005
H 4.58265 -1.36239 0.87813 -0.0005 -0.0022 0.0000 -0.0002
H 2.35700 -0.43285 1.43527 0.0030 0.0017 -0.0038 -0.0002
F 2.45564 -4.14689 -0.02055 0.0223 0.0068 0.0035 0.0000
B 1.13146 -3.78335 0.15015 -0.0012 -0.0937 -0.0814 -0.0015
F 1.04852 -2.76994 1.15688 0.0118 0.0063 0.1048 -0.0003
F 0.64844 -3.20740 -1.07629 -0.0098 0.0121 -0.0299 0.0019
F 0.30543 -4.83771 0.50250 -0.0091 -0.0006 0.0117 0.0000
```
Positions in Å, forces in eV/Å.

=====

(2)
The following is a DFT calculation (ωB97M-V/def2-TZVPD) of a cluster of 2 separate species, C11H12IN in total at a distorted geometry.

## Properties
- HOMO energy (spin up / spin down): -7.69 / -7.69 eV
- ΔE to the lowest compared entry with this formula, charge and spin: 276.2 kJ/mol
- Electronic energy: -21185.5792 eV
- Charge: 0
- Strongest force on any atom: 0.0863 Eh/bohr

```
25
Properties=species:S:1:pos:R:3:forces:R:3:nbo_charge:R:1
C -2.99979 0.52636 -2.08066 2.8392 -1.3951 1.0080 -0.2238
C -3.23068 1.15406 -0.76996 0.2766 -0.2593 -2.3460 -0.1897
C -1.86507 -0.21023 -2.25413 -0.8021 0.6635 2.4993 -0.1635
C -2.24985 1.33391 0.11400 -2.3765 -0.8372 -1.2210 -0.1889
C -1.01161 -0.50756 -1.04751 -0.2034 -1.3407 -1.8158 -0.0822
C -1.10595 0.47996 -0.01464 1.9814 1.8896 2.9469 -0.2372
C -0.28802 -1.63412 -0.86128 -0.2210 -1.1503 -0.2266 -0.3257
C -0.18378 0.74128 0.91650 3.8772 -1.8488 0.3169 0.3316
C 1.80769 -0.38041 0.45341 -1.6203 1.2043 0.4828 0.1866
C 0.34776 1.60944 2.09196 1.0032 -1.3160 -2.7213 -0.7024
C 3.75222 -1.72116 0.99336 -0.4373 1.6318 1.4605 -0.4327
N 2.40887 -1.27101 1.03343 -0.8174 1.1345 0.3366 -0.5476
I 2.61667 0.87572 -1.21407 0.1677 -0.1032 0.1292 -0.0930
H -3.59821 0.67339 -2.93406 -1.0402 0.3625 -0.5650 0.2158
H -4.18316 1.58192 -0.72718 -1.1745 1.0719 0.6821 0.2046
H -1.61077 -0.64120 -3.16939 0.3524 -0.6861 -1.3175 0.2115
H -2.54459 1.99337 0.88019 0.6971 0.4441 1.4123 0.2255
H 0.18666 -1.79685 0.15922 -0.8488 -0.1172 -1.8148 0.2366
H -0.22811 -2.46998 -1.66915 -0.0130 1.7423 1.5517 0.2157
H 0.54646 2.57074 1.55396 0.1067 -0.4583 1.1655 0.2518
H 1.28331 1.12072 2.52513 -1.1230 0.8631 -0.9233 0.2601
H -0.32515 1.65203 2.89722 -1.2279 0.4979 0.8812 0.2299
H 4.16794 -1.97711 1.92223 -0.2295 -0.0624 2.1357 0.2062
H 4.49884 -1.08909 0.64093 0.8047 1.6867 -1.4909 0.2009
H 3.80834 -2.61418 0.56049 0.0288 -3.6177 -2.5664 0.2098
```
Positions in Å, forces in eV/Å.

=====

(3)
The following is a DFT calculation (ωB97M-V/def2-TZVPD) of a cluster of 11 separate species, C19H44N12O20 in total at a distorted geometry.

## Properties
- HOMO energy: -10.28 eV
- Electronic energy: -79216.1824 eV
- Charge: 0
- Strongest force on any atom: 0.1281 Eh/bohr
- SMILES: CCC[C@H](C)[C@@H](C#N)CC#N.C[N+](=O)[O-].C[N+](=O)[O-].C[N+](=O)[O-].C[N+](=O)[O-].C[N+](=O)[O-].C[N+](=O)[O-].C[N+](=O)[O-].C[N+](=O)[O-].C[N+](=O)[O-].C[N+](=O)[O-]

```
95
Properties=species:S:1:pos:R:3:forces:R:3:lowdin_charge:R:1
C 3.88720 -0.17723 -3.93189 -0.0633 -0.0123 0.0851 -0.1219
C 2.27461 -0.41537 -4.06939 1.5399 0.5275 0.8109 -0.2300
C 1.67866 -0.26712 -2.58552 -0.4364 -1.3501 -0.0625 -0.1793
C 0.06882 -0.53480 -2.49627 0.8447 0.1423 1.2478 -0.3086
C -0.29078 -2.04598 -2.90870 0.8160 0.0466 -0.6825 -0.0821
C -0.81230 0.60011 -3.22576 -0.3017 0.6950 0.2923 -0.2184
C -0.05974 2.00546 -3.41767 2.2475 2.6524 -0.6874 -0.1250
N 0.55711 3.02833 -3.63061 -3.4709 -5.4484 1.2752 0.1316
C -1.43269 0.18212 -4.65544 -0.9975 1.0058 -0.2058 -0.1112
C -2.99758 -0.08431 -4.43682 -2.4399 0.5274 0.1729 -0.1511
N -4.18433 -0.09907 -4.24640 5.7060 -0.1880 -0.7797 0.1187
H 4.12929 0.76327 -3.30734 -0.5226 -1.3515 -0.9972 0.0807
H 4.38420 -1.06784 -3.39274 -1.0897 1.7158 -1.0633 0.0291
H 4.39988 -0.05354 -4.94952 -0.8319 -0.1952 1.3527 0.0740
H 2.17865 -1.48798 -4.50175 -0.2720 1.9359 0.7300 0.1122
H 1.82588 0.38598 -4.75840 0.6156 -1.4145 0.8617 0.0725
H 2.18048 -1.09666 -1.94478 -0.8921 1.3371 -0.9567 0.1231
H 1.96332 0.72469 -2.06798 -0.5469 -1.4091 -1.1079 0.1179
H -0.17004 -0.44560 -1.36203 0.3493 -0.0528 -2.2374 0.0936
H 0.14777 -2.72721 -2.08318 -1.0709 1.1240 -1.3375 0.0880
H -1.40661 -2.23818 -3.10570 1.5920 0.3017 0.6889 0.0842
H 0.25600 -2.34590 -3.88927 -0.9027 0.5820 1.5792 0.0763
H -1.70850 0.82024 -2.52108 1.5712 -0.1586 -1.2798 0.1514
H -1.33046 1.11405 -5.34207 -0.5758 -1.6930 1.0142 0.1162
H -0.88800 -0.66352 -5.19604 -0.9735 0.9954 1.0817 0.1241
C -0.85956 -1.21411 2.40400 -0.2940 -0.3444 -0.2999 0.0013
N -0.32615 -1.18062 1.01728 -0.1756 -0.0188 0.2593 -0.3952
O -0.62521 -2.10618 0.27446 0.3646 0.5768 0.1091 0.0565
O 0.37659 -0.22314 0.72042 -0.2821 -0.6377 -0.0718 0.0535
H -1.46121 -2.11105 2.52710 0.1745 0.2025 -0.2024 0.0677
H -0.01192 -1.22478 3.08078 -0.1900 0.0634 -0.4197 0.0637
H -1.46604 -0.32170 2.54348 0.3158 -0.0696 0.0100 0.0811
C 1.07222 2.88496 -6.86199 -0.2408 0.0307 0.1467 0.0329
N 1.81852 1.81883 -7.58068 0.1835 -0.1941 -0.2437 -0.4331
O 1.71831 0.67766 -7.15357 0.0845 0.5074 -0.4064 0.0428
O 2.47816 2.16378 -8.54815 -0.3438 -0.3319 0.5776 0.0642
H 0.53361 2.43781 -6.02943 0.2295 0.0619 -0.1660 0.0360
H 1.80017 3.61190 -6.50353 -0.1127 -0.0522 -0.1041 0.1039
H 0.37910 3.33544 -7.57226 0.2051 0.0340 0.0038 0.1040
C -5.30589 -2.00067 1.86048 -0.2007 -0.0071 -0.3202 0.0481
N -4.20200 -1.29748 2.56485 0.1727 0.0951 0.1892 -0.4307
O -3.76384 -0.27965 2.04745 -0.1967 -0.4234 0.3851 0.0507
O -3.81345 -1.79029 3.61157 -0.1707 0.4418 -0.6055 0.0671
H -5.54686 -1.45327 0.95057 0.1246 -0.0226 0.1756 0.0970
H -4.95759 -3.00601 1.62535 -0.0575 0.0844 0.1592 0.1045
H -6.16201 -2.02558 2.53404 0.1701 -0.1016 -0.0076 0.1016
C -5.35185 0.77656 -6.91294 0.1252 0.1084 0.2543 0.0072
N -5.97382 1.77182 -7.82611 -0.1301 0.2444 -0.2189 -0.4466
O -5.95518 2.94268 -7.47668 -0.0884 -0.5867 -0.3500 0.0579
O -6.45899 1.34282 -8.86214 0.2291 0.3653 0.5375 0.0536
H -4.96475 1.29529 -6.03904 -0.1820 -0.0246 -0.2411 0.0567
H -6.12508 0.06434 -6.62720 0.1454 0.0219 -0.1112 0.1003
H -4.54591 0.28778 -7.45976 -0.1960 -0.0396 -0.0040 0.0987
C 0.87652 -3.68099 5.56764 0.2259 0.0107 -0.1861 0.0467
N -0.22761 -3.09193 4.76549 -0.0664 0.0190 0.1003 -0.4081
O -0.64504 -3.74558 3.81950 0.0413 0.3422 0.5481 0.0583
O -0.63707 -1.99311 5.11443 -0.0258 -0.9588 -0.1595 0.0455
H 1.13721 -4.65041 5.14810 -0.1750 0.1948 0.0512 0.0938
H 1.72310 -2.99640 5.51338 -0.1710 0.0551 0.1046 0.1127
H 0.51948 -3.78703 6.58828 0.1250 0.2670 -0.2625 0.0663
C -1.01531 2.09790 5.05490 -0.3081 0.0432 -0.1721 0.0642
N 0.16473 1.19689 5.12228 0.3890 -0.2294 0.0659 -0.4080
O 0.28766 0.36792 4.23301 0.3380 1.0717 0.9090 0.0196
O 0.92549 1.35344 6.06411 -0.3936 -0.1764 -0.5927 0.0721
H -1.59979 1.84641 4.17110 0.1602 -0.0291 0.1205 0.0952
H -1.60002 1.94220 5.96098 0.1656 0.1130 -0.0361 0.1087
H -0.64551 3.12089 4.99374 -0.0422 -0.1266 0.1397 0.0886
C 5.97639 -4.29567 -1.68385 0.2973 -0.1461 0.1472 0.0442
N 5.33318 -3.10592 -2.30046 0.0412 0.3293 -0.0919 -0.4273
O 6.00965 -2.09208 -2.40229 -0.4292 -0.7222 0.1091 0.0604
O 4.17243 -3.23200 -2.66027 0.6407 0.0577 0.2199 0.0535
H 7.00008 -4.04106 -1.41411 -0.1934 0.0649 -0.0880 0.0958
H 5.39831 -4.55986 -0.79884 -0.0294 -0.0298 -0.1922 0.1019
H 5.95972 -5.09742 -2.42154 -0.1368 0.0736 0.1223 0.1018
C 0.11492 -6.29685 9.54413 -0.0701 -0.0329 0.3597 0.0481
N 0.75515 -5.49436 8.46911 0.1746 0.1191 0.0151 -0.4283
O 1.41695 -4.52594 8.80964 -0.3293 -0.5097 -0.4433 0.0762
O 0.57090 -5.86497 7.31847 0.1808 -0.0338 0.8286 0.0413
H 0.36279 -5.85428 10.50755 0.0190 0.0099 -0.2236 0.0976
H -0.96115 -6.27428 9.37434 0.1447 -0.1046 -0.0819 0.1039
H 0.50571 -7.31151 9.47353 -0.1369 0.1007 -0.1070 0.1030
C 1.11855 5.60902 -1.11102 -0.2136 -0.0560 -0.2561 0.0318
N 1.27901 5.66454 0.36627 0.0050 0.0231 0.2937 -0.4471
O 0.26305 5.61026 1.04434 0.6368 0.0413 -0.1501 0.0473
O 2.41873 5.76057 0.79418 -0.7201 -0.0472 -0.0978 0.0547
H 0.05907 5.52443 -1.34674 0.1726 -0.0128 0.1366 0.0915
H 1.53254 6.52965 -1.52126 0.0872 -0.1653 0.0712 0.1008
H 1.66365 4.73583 -1.46846 0.0128 0.1690 0.0148 0.0863
C 0.66674 6.16698 5.59435 -0.0903 0.1267 -0.3267 0.0373
N 0.06752 5.65013 6.85348 -0.1895 -0.1068 0.3531 -0.4486
O -1.15377 5.66758 6.94227 0.7284 -0.1313 0.0839 0.0480
O 0.84143 5.24628 7.70636 -0.5927 0.2358 -0.4587 0.0630
H -0.13400 6.49000 4.93093 0.0747 -0.0838 0.1738 0.0951
H 1.31161 7.00486 5.85714 0.0313 -0.2047 -0.0020 0.1014
H 1.23684 5.35477 5.14385 0.0638 0.1404 0.1302 0.0997
```
Positions in Å, forces in eV/Å.

=====

(4)
The following is a DFT calculation (ωB97M-V/def2-TZVPD) of the molecule C4H7NO.

## Properties
- HOMO energy: -7.26 eV
- ΔE to the lowest compared entry with this formula, charge and spin: 381.2 kJ/mol
- Electronic energy: -7795.6931 eV
- Charge: 0
- Strongest force on any atom: 0.0046 Eh/bohr
- SMILES: [O-]/C=C/[NH+]1CC1

```
13
Properties=species:S:1:pos:R:3:forces:R:3:nbo_charge:R:1
O 3.19864 -0.47693 -0.19335 -0.2184 -0.0465 0.0124 -0.6582
C 1.96932 -0.55510 -0.20376 -0.0782 0.0516 -0.0075 0.3083
C 1.04552 0.19636 0.53389 0.1975 -0.0266 0.0564 -0.4633
N -0.34374 -0.22278 0.44576 -0.0239 -0.2070 0.1075 -0.3330
C -1.06511 -0.06492 -0.83966 -0.0643 -0.0388 -0.2233 -0.2278
C -1.40830 0.79429 0.30606 -0.1057 0.1939 0.0700 -0.2281
H 1.46991 -1.29298 -0.89999 0.1312 0.1361 0.0608 0.0563
H 1.27518 0.79452 1.40619 -0.0229 -0.0536 -0.1063 0.2043
H -0.64278 -1.04198 0.98114 0.0063 0.1745 -0.1500 0.4014
H -1.72893 -0.87708 -1.11657 0.1064 0.0936 0.1011 0.2220
H -0.42953 0.34275 -1.61643 -0.0620 -0.1049 0.1441 0.2529
H -1.02061 1.80574 0.33583 -0.0245 -0.1641 -0.0084 0.2452
H -2.31957 0.59808 0.86090 0.1585 -0.0082 -0.0569 0.2200
```
Positions in Å, forces in eV/Å.